Entry from the OMol25 dataset: a 9-piece molecular cluster, C44H79Cl17N2O4S overall in a non-equilibrium geometry (ωB97M-V with the def2-TZVPD basis set).

Geometry as XYZ:
```
147
Properties=species:S:1:pos:R:3:forces:R:3:lowdin_charge:R:1
H 6.4221 -1.9432 2.1870 -0.03 -0.04 0.03 0.064
C 3.2115 -1.9586 5.7908 0.30 -0.46 -0.58 -0.275
C -0.1309 -1.5234 3.6192 -0.11 0.31 -0.34 -0.194
H -2.2068 3.5813 -4.4899 -0.03 0.02 0.02 0.058
H -0.7738 -8.2778 0.3382 -0.04 -0.18 0.22 0.109
C -3.3373 -2.2711 -2.3649 0.49 0.07 -0.34 -0.093
H 0.1814 -3.5317 1.6991 -0.07 0.09 0.11 0.107
Cl 1.4255 -8.2690 -5.4058 0.00 -0.01 0.03 0.551
H 1.5941 -4.1738 -0.1536 -0.17 -0.07 -0.01 0.085
C -2.6195 1.7890 -1.1512 0.37 -0.36 -0.20 -0.186
C 0.3524 -2.5343 1.2800 0.09 0.11 -0.56 -0.142
Cl 4.1709 -0.7032 -3.7358 0.00 0.00 -0.01 0.537
H 1.7810 -7.5847 0.0098 0.04 0.09 0.06 0.110
Cl 6.6650 -4.3610 3.7297 0.01 -0.07 0.04 0.548
H -2.4355 0.4145 1.0631 0.02 -0.09 0.02 0.133
H 3.0122 0.0598 3.8336 -0.09 0.01 -0.07 0.119
C 0.0468 -2.9420 4.1935 -0.02 0.11 0.57 -0.147
H -2.9281 -7.6089 1.2192 -0.08 -0.11 0.15 0.070
C -2.2413 -2.1939 -3.2801 -0.66 0.22 0.50 -0.095
H -3.5891 5.7058 1.1642 -0.05 0.04 -0.01 0.077
C -1.2852 1.2852 -0.5448 -0.84 -0.07 0.16 -0.190
C -2.8113 3.6543 -5.3934 0.06 0.02 0.04 -0.660
Cl -5.2322 4.3749 -6.4496 0.01 -0.01 -0.01 0.548
H -1.0500 -1.1380 4.0714 0.05 0.00 0.00 0.155
H 0.7496 -3.5537 3.6327 -0.04 0.02 -0.06 0.103
C -0.4634 -1.5207 2.0878 -0.19 -0.57 0.47 -0.405
H -1.1887 -0.4835 -4.0874 -0.22 0.65 0.18 0.115
H -1.4219 -5.7820 0.6545 0.26 0.12 0.00 0.097
H 4.7074 1.5604 -3.3596 -0.04 -0.02 -0.05 0.068
H 1.1732 -5.9975 0.5119 0.20 0.01 -0.16 0.085
Cl 5.1187 -3.3943 0.8672 -0.05 0.02 0.02 0.531
H -3.7969 -3.1783 -2.0056 -0.12 0.10 0.04 0.091
C -2.4368 -7.0650 2.0292 0.54 0.36 -0.49 -0.108
H 0.4802 -2.8309 5.1934 0.04 -0.04 -0.06 0.116
C -1.9755 -0.8547 -3.4479 0.56 -1.19 -0.37 -0.107
H -3.2440 7.6815 -0.2366 0.05 -0.03 -0.04 0.067
C -3.8940 6.8856 -0.5977 0.06 0.08 0.14 -0.639
H -4.2019 4.9343 -4.4147 -0.02 0.03 -0.01 0.020
C -4.2218 4.0326 -5.0224 0.02 0.02 0.09 -0.675
Cl 0.4990 13.0259 -2.3792 -0.02 0.00 0.00 0.546
Cl 1.1465 0.2682 0.6912 0.06 0.03 0.28 0.855
C -1.2239 -3.6484 4.3900 0.08 0.05 -0.32 -0.119
N 4.4983 -2.5532 6.1656 -0.04 0.30 0.11 -0.011
C -2.9146 11.4241 -4.1958 0.11 0.01 -0.06 -0.663
H -2.5591 5.2453 -0.1961 -0.03 -0.02 -0.04 0.066
H -0.4564 -4.3355 -2.1179 0.01 0.01 -0.12 0.076
H 1.4292 -2.3687 1.3614 -0.06 0.18 0.21 0.101
Cl -2.8655 10.8122 -1.5347 -0.08 -0.02 0.12 0.525
H -2.1958 -7.7582 2.8349 -0.23 0.02 0.09 0.073
H 4.1599 -1.9909 3.9000 -0.04 0.02 -0.01 0.096
H 0.2846 -5.9615 -6.7222 0.03 -0.01 0.06 0.072
H -2.3288 9.5250 -3.4159 0.02 0.03 -0.01 0.016
C 3.1263 -2.0136 4.2572 -0.02 0.15 -0.10 -0.195
H -0.6540 -6.3741 -1.3465 -0.04 -0.10 -0.05 0.098
C -3.0818 10.2862 -3.2236 -0.02 -0.10 -0.10 -0.699
C 6.6571 -2.7679 1.5183 0.08 0.09 -0.03 -0.664
C 7.4590 -3.8312 2.2266 0.02 0.02 -0.06 -0.658
H 7.6075 -4.7069 1.5999 -0.07 0.00 0.00 0.068
H 1.3040 6.0136 6.7390 0.02 -0.01 0.07 0.066
C 1.0530 3.8902 7.0073 -0.02 -0.09 -0.11 -0.670
Cl 0.3669 9.6654 -2.7592 0.05 -0.10 -0.09 0.564
H 2.3291 9.9430 -1.5061 -0.05 0.00 0.04 0.073
H -1.9749 11.9467 -4.0321 -0.02 0.01 0.06 0.041
H -4.7053 3.2431 -4.4525 -0.03 -0.02 -0.07 0.055
H -0.9304 -3.1648 -0.3738 -0.07 0.13 0.15 0.108
C -0.2104 -7.5632 0.9413 1.01 0.92 -0.44 -0.213
Cl -3.6406 6.7621 -2.3585 0.00 0.10 -0.12 0.575
O -1.8419 -1.9121 2.0180 0.15 0.15 -0.12 0.009
C 1.7464 10.6079 -2.1415 0.10 0.03 0.05 -0.651
H 0.2965 -8.0608 1.7713 -0.37 -0.23 0.07 0.110
H 0.3238 3.1907 7.4064 0.02 0.01 0.04 0.068
C -0.4355 -0.0748 1.5098 -0.61 -0.04 -1.04 -0.625
Cl -2.7263 2.0677 -6.2021 0.01 -0.01 -0.01 0.555
H 2.3586 10.9025 -2.9901 -0.07 0.02 -0.04 0.069
N -2.8342 -0.1253 -2.6837 0.08 0.38 -0.24 -0.104
H 2.4964 -0.9403 2.5095 -0.20 0.03 0.03 0.062
C 0.0286 -2.6625 -0.2195 0.38 -0.42 0.04 -0.184
H -0.7886 2.1360 -0.0787 0.22 -0.14 0.02 0.105
H 8.4326 -3.4295 2.5022 -0.03 0.04 0.02 0.074
C 0.5367 5.3040 7.0384 -0.02 0.03 -0.11 -0.664
H 3.0990 1.9910 -1.4545 0.02 0.01 -0.03 0.073
H -4.0634 9.8269 -3.3068 -0.03 0.06 0.04 0.056
C 1.1998 -5.7199 -2.2189 -0.72 -0.33 -0.07 -0.235
H 4.9924 0.5527 -1.9342 -0.04 -0.02 0.03 0.071
C -1.5534 0.1643 0.4706 0.19 0.36 0.20 -0.158
Cl -4.2357 12.6157 -4.0721 0.00 0.02 0.01 0.539
H -1.7895 -0.7551 -0.0558 0.06 -0.05 0.05 0.101
Cl 2.5624 3.7030 7.9441 0.00 0.00 0.02 0.529
H -0.0278 -1.7055 -0.7335 -0.07 0.03 0.06 0.085
H 0.9644 -3.7538 -3.0102 -0.33 0.07 -0.03 0.108
H -3.7301 1.7644 -2.9847 0.05 -0.17 -0.18 0.111
H 1.1166 -6.0407 -3.2589 0.31 0.11 0.14 0.017
H -3.2338 -4.5348 4.8978 0.03 -0.15 -0.23 0.037
H -3.1197 -6.2821 2.3615 0.02 -0.11 0.22 0.054
H -0.3074 5.3942 6.3569 -0.02 -0.05 0.02 0.072
H -2.6826 2.8760 -1.0960 0.07 -0.11 -0.19 0.050
C 1.1301 -3.5102 -0.8870 -0.22 0.28 -0.21 -0.180
H -1.8692 -2.8746 1.9842 -0.12 -0.02 0.10 0.095
C 0.9892 -0.5538 4.0688 0.13 -0.94 -0.83 -0.268
C 1.2899 11.8057 -1.3487 0.04 0.02 0.08 -0.658
C 0.8980 -6.9420 0.0398 -0.85 -0.55 0.12 -0.202
H 0.3611 -7.6884 -1.9279 -0.04 -0.10 0.20 0.105
S 0.4267 1.1079 3.6670 0.16 1.18 1.83 0.650
C 2.9626 1.1677 -2.1544 0.00 0.03 0.13 -0.684
H -4.4667 -0.6871 -1.3602 0.13 0.40 -0.06 0.120
O -0.6956 0.8959 2.5332 0.93 -0.24 0.04 -0.191
C 0.3777 -6.7381 -1.3880 0.66 0.61 0.02 -0.210
H -2.3623 4.3919 -6.0538 -0.03 -0.03 -0.05 0.070
C 0.6347 -4.2954 -2.1187 0.93 -0.03 0.09 -0.216
H 2.3780 -2.5091 6.2454 -0.16 0.32 0.04 0.099
H -3.4702 1.4129 -0.5778 0.03 0.09 0.08 0.095
H 0.9983 -0.5708 5.1604 -0.12 0.33 0.01 0.135
C 2.4194 -0.8272 3.5876 0.40 0.14 0.32 -0.185
H -4.9261 7.1776 -0.4229 -0.03 -0.07 -0.08 0.074
H 2.4990 0.3386 -1.6270 -0.02 -0.04 -0.09 0.014
C -1.1309 -6.4580 1.4648 -0.87 -0.79 0.29 -0.272
Cl -0.9344 -5.9452 -4.7077 -0.23 0.03 -0.17 0.631
C 4.2923 0.7698 -2.7395 0.06 0.03 0.01 -0.660
H 4.6125 -2.6054 7.1696 -0.04 -0.10 0.00 0.066
Cl -0.0465 5.7808 8.6560 0.01 0.02 0.01 0.528
H 1.2773 3.6028 5.9817 -0.01 0.02 0.00 0.057
Cl -4.7138 4.2967 -0.3371 -0.18 0.14 0.06 0.584
H 1.9349 -2.8379 -1.2070 0.03 -0.04 0.11 0.110
H -2.9285 11.0378 -5.2137 -0.04 -0.03 0.02 0.076
Cl 1.8135 1.7289 -3.3987 -0.04 -0.03 -0.01 0.540
C -3.6720 -0.9811 -2.0269 -0.26 -0.69 0.18 -0.110
H 2.1495 12.2876 -0.8859 0.02 0.00 -0.04 0.073
H -1.3948 -6.4613 -6.9508 -0.02 -0.04 0.03 0.074
H -1.9663 1.6490 -3.2149 -0.08 0.06 -0.03 0.101
H -0.6378 -5.8897 2.2585 0.10 0.11 -0.15 0.090
H 3.1914 -0.9107 6.0995 -0.02 -0.07 0.21 0.118
O 1.4965 1.9604 3.2445 -0.07 -0.49 -0.71 -0.281
C -0.1189 -8.0306 -6.2642 -0.03 -0.06 -0.07 -0.657
H 2.2588 -5.7525 -1.9457 -0.02 0.05 0.04 0.116
H 0.0140 -8.4135 -7.2748 0.03 0.04 0.00 0.072
H 4.5617 -3.4875 5.7807 0.07 -0.05 0.11 0.042
H 2.7252 -2.9647 3.8993 -0.01 -0.02 0.16 0.100
H 0.5863 11.5209 -0.5701 -0.05 0.00 -0.06 0.065
C -3.5545 5.5856 0.0828 0.04 -0.02 0.12 -0.643
H 7.2266 -2.3817 0.6743 0.00 -0.05 -0.02 0.072
C -2.2884 -4.1693 4.5715 -0.01 0.13 0.35 0.125
H -0.8747 -8.6281 -5.7607 0.02 0.03 0.05 0.068
C -0.5152 -6.5781 -6.3197 -0.06 0.04 -0.11 -0.637
C -2.8053 1.3260 -2.5979 -0.12 0.17 0.51 -0.148
H -1.7453 -3.0266 -3.7514 0.09 0.11 -0.05 0.066
O -0.2891 1.6000 4.8122 -0.47 -0.40 -0.33 -0.271
H -0.6679 0.8773 -1.3469 0.22 0.25 0.05 0.082
```
Positions in Å, forces in eV/Å.

As for the SMILES: C#CC[C@H]1[C@@H](CCCN)S(=O)(=O)O[C@](Cl)(CCCCn2cccc2)[C@@]1(O)CCCCCCCCCC.ClCCCl.ClCCCl.ClCCCl.ClCCCl.ClCCCl.ClCCCl.ClCCCl.ClCCCl. As for the calculated total energy: -281796.4614 eV. The energy above the lowest of the compared OMol25 structures with the same formula, charge and spin is 0.000 eV.